1.
Density functional theory data (ωB97M-V with the def2-TZVPD basis set) for a structure of composition C17H8ClCo2NO8S at a distorted geometry.

Each line ends with the Löwdin charge.
CARTESIAN COORDINATES (ANGSTROEM)
Co -0.403 4.911 -0.871  0.0214
Co -2.273 2.925 -1.589  0.0327
Cl -2.269 -1.011 -0.162  0.5853
S 0.688 -2.130 -0.270  0.5526
O 1.428 -0.956 0.143  -0.3837
O -1.140 7.708 -1.184  0.0380
O -0.994 4.244 1.904  0.0691
O -3.185 2.069 1.048  0.1032
O 2.486 5.130 -0.725  0.0550
O -4.036 1.291 -3.287  0.0935
O -3.904 5.414 -1.488  0.0770
O 0.865 -2.648 -1.608  -0.3740
N 3.644 -7.154 4.011  0.1114
C 1.899 -5.733 1.276  -0.0402
C -0.113 0.857 -1.474  -0.0319
C 1.331 5.051 -0.788  -0.2112
C -3.189 4.507 -1.507  -0.1476
C -3.340 1.934 -2.626  -0.1148
C 2.518 -5.360 2.474  -0.2584
C 1.956 -3.044 2.020  -0.0366
C -0.987 -2.036 0.125  -0.8786
C -0.882 6.585 -1.077  -0.2318
C -0.716 2.034 -1.700  -0.3758
C -0.795 4.480 0.788  -0.1969
C 3.143 -6.352 3.319  -0.1925
C -2.749 2.333 0.010  -0.1591
C 1.319 -4.768 0.446  -0.0439
C -0.619 3.344 -2.153  -0.2496
C 1.359 -3.422 0.816  -0.2506
C 2.532 -4.013 2.844  -0.0366
H 3.009 -3.716 3.779  0.1132
H 1.890 -6.788 0.993  0.1107
H -0.232 3.613 -3.146  0.0602
H -1.318 -2.965 0.585  -0.0236
H 1.995 -1.999 2.322  0.1177
H 0.853 -5.072 -0.490  0.1146
H -0.723 0.024 -1.129  -0.0715
H 0.955 0.713 -1.629  0.0532

The calculation puts the gap between HOMO and LUMO at 5.13 eV. Its charge is -2. The energy above the lowest of the compared OMol25 structures with the same formula, charge and spin is 5.48 kJ/mol. Its LUMO energy is 4.23 eV.

2.
Density functional theory data (ωB97M-V with the def2-TZVPD basis set) for the ion C17H9F3N3O4S with charge -1 at a distorted geometry.

Each line ends with the Löwdin charge.
CARTESIAN COORDINATES (ANGSTROEM)
S 2.011 -5.171 -0.244  1.1200
F 0.293 -5.986 -2.091  0.0698
F 1.612 -7.552 -1.233  0.0494
F -0.115 -6.773 -0.081  0.0761
O 0.207 -4.692 2.244  0.0580
O 1.314 -2.668 -1.740  0.0379
O -1.230 2.434 2.720  -0.0232
O 0.977 2.509 2.447  -0.0169
N 0.403 7.030 -3.344  0.1071
N 0.594 -4.172 -0.035  -0.2332
N -0.174 2.143 2.149  -0.4003
C 0.607 -2.998 -0.798  -0.4735
C 0.112 4.918 -1.839  -0.2648
C -0.952 -0.623 2.124  -0.0265
C -0.373 -2.165 -0.096  -0.1306
C -0.171 2.613 -0.344  -0.1364
C 0.892 -6.428 -0.941  -0.7959
C -0.709 -2.760 1.137  -0.1220
C 0.034 -4.016 1.250  -0.4524
C -0.287 1.396 0.772  -0.1581
C -1.101 -2.005 2.224  0.0142
C -0.478 -0.092 0.939  -0.2165
C 1.230 4.249 -1.342  -0.0339
C -1.321 3.267 -0.783  -0.0519
C 0.261 6.104 -2.640  -0.2077
C -0.225 -0.821 -0.234  0.0305
C -1.162 4.424 -1.531  -0.0498
C 1.110 3.103 -0.565  -0.0519
H 0.749 1.056 0.529  0.2130
H -2.328 2.922 -0.496  0.1249
H 0.198 -0.372 -1.157  0.1514
H -1.207 0.047 2.933  0.1007
H -1.507 -2.460 3.105  0.1176
H -1.388 1.308 0.502  0.2323
H -2.052 4.961 -1.872  0.1166
H 2.209 4.648 -1.552  0.1141
H 1.968 2.621 -0.114  0.1119

The calculation puts the gap between HOMO and LUMO at 2.91 eV. Its charge is -1. The energy above the lowest of the compared OMol25 structures with the same formula, charge and spin is 640.38 kJ/mol. Its LUMO energy is 1.31 eV.

3.
Density functional theory data (ωB97M-V with the def2-TZVPD basis set) for a structure of composition C17H9INO4Pt.

Each line ends with the Löwdin charge.
CARTESIAN COORDINATES (ANGSTROEM)
Pt 0.208 -0.421 0.000  0.9979
I -2.551 -0.160 0.001  1.0334
O 7.364 1.018 0.003  -0.0573
O 1.413 3.492 -0.001  0.0920
O 6.491 3.111 0.002  -0.0399
O 0.247 1.598 0.000  -0.3210
N 2.476 0.140 0.000  -0.0163
C 0.976 -3.292 0.000  -0.1248
C -0.093 -2.418 0.000  -0.3489
C 6.452 1.870 -0.001  -0.6976
C 4.846 -0.108 0.000  0.0034
C 0.827 -4.694 -0.001  -0.0775
C 2.637 1.469 0.000  -0.1970
C 3.568 -0.630 0.000  -0.1188
C -1.414 -3.002 0.000  -0.2567
C -3.860 -2.823 0.001  -0.1714
C 1.371 2.287 -0.001  -0.5827
C 5.025 1.269 -0.001  -0.0875
C -2.618 -2.257 0.000  -0.6221
C -1.572 -4.416 0.000  -0.1727
C -2.861 -5.001 0.000  -0.0455
C 3.887 2.065 -0.001  0.0682
C -0.419 -5.243 0.000  -0.0416
C -3.983 -4.228 0.000  -0.0876
H 1.978 -2.893 -0.001  0.0504
H 5.720 -0.745 0.000  0.1126
H -4.967 -4.679 0.001  0.1009
H -0.553 -6.319 0.000  0.1089
H 3.413 -1.699 0.000  0.0785
H -2.936 -6.083 0.000  0.1085
H -4.744 -2.201 0.001  0.0821
H 1.707 -5.326 -0.001  0.1025
H 3.973 3.142 -0.001  0.1279

As for the spin multiplicity: 3. The calculation puts the gap between HOMO and LUMO (spin up / spin down) at 6.74 / 5.29 eV. Its charge is -1. The energy above the lowest of the compared OMol25 structures with the same formula, charge and spin is 0.00 kJ/mol. As for the expectation value of S²: 2.03. Its LUMO energy (spin up / spin down) is 1.99 / 0.02 eV.

4.
Density functional theory data (ωB97M-V with the def2-TZVPD basis set) for a structure of composition C18H10BrCuF8N2O5S at a distorted geometry.

Each line ends with the Löwdin charge.
CARTESIAN COORDINATES (ANGSTROEM)
Br 6.707 -4.584 -2.330  0.6299
Cu 0.455 -0.890 0.926  0.2729
S -0.228 -3.323 0.737  0.4753
F 2.094 2.915 5.500  0.0572
F -1.546 -3.417 3.191  0.1008
F -2.579 -4.368 1.565  0.0781
F -0.896 -5.344 2.487  0.0856
F 0.999 0.476 6.190  0.0542
F -0.013 -1.128 4.310  0.0468
F 2.027 3.707 2.876  0.0546
F 1.073 2.092 0.990  0.0491
O 1.877 -2.302 -2.564  0.0015
O 1.531 -1.017 -0.767  -0.0641
O 0.966 -3.006 1.477  -0.2882
O -0.147 -4.420 -0.184  -0.2814
O -1.075 -2.215 0.361  -0.3199
N -2.149 1.038 -0.017  0.1251
N -3.954 1.904 0.878  0.0693
C 1.542 2.480 3.216  -0.1598
C -3.260 -0.373 1.686  -0.0092
C 1.021 0.862 4.883  -0.1594
C 4.351 -3.097 -1.679  -0.0768
C -3.102 0.831 0.841  -0.3974
C 0.514 0.043 3.882  -0.2490
C 0.510 0.347 2.516  0.0024
C 3.613 -2.154 -0.971  -0.0933
C 5.546 -1.684 0.391  -0.0909
C 1.558 2.098 4.551  -0.1545
C 4.214 -1.463 0.077  -0.0137
C 2.180 -1.827 -1.471  -0.6362
C -1.346 -4.137 2.077  -0.6130
C 1.035 1.617 2.254  -0.2610
C -2.357 2.259 -0.562  -0.1594
C -3.478 2.823 -0.028  -0.1392
C 6.293 -2.609 -0.326  -0.1693
C 5.667 -3.304 -1.342  -0.6773
H -4.776 2.007 1.450  0.1388
H 3.864 -3.633 -2.481  0.1081
H 6.031 -1.137 1.191  0.0948
H -2.622 -1.146 1.262  0.0487
H 7.335 -2.793 -0.101  0.0819
H 3.620 -0.758 0.641  0.1115
H -1.677 2.642 -1.297  0.0915
H -3.965 3.763 -0.198  0.0804
H -4.297 -0.710 1.725  0.0732
H -2.908 -0.175 2.699  0.0815

The calculation puts the gap between HOMO and LUMO at 5.79 eV. Its charge is -2. The energy above the lowest of the compared OMol25 structures with the same formula, charge and spin is 126.29 kJ/mol. Its LUMO energy is 4.09 eV.

5.
Density functional theory data (ωB97M-V with the def2-TZVPD basis set) for a structure of composition C18H12AsClF6N3O4Ru at a distorted geometry.

Each line ends with the Löwdin charge.
CARTESIAN COORDINATES (ANGSTROEM)
Ru 0.997 -0.560 -0.068  1.4041
As -0.935 -2.577 -1.938  0.7360
Cl 3.577 -1.297 0.325  0.7678
F -2.144 -3.626 -1.349  -0.2048
F -0.246 -3.712 -3.004  -0.1945
F -1.434 -1.306 -0.775  -0.2803
F 0.152 -3.102 -0.662  -0.2756
F -1.979 -1.917 -3.117  -0.2087
F 0.292 -1.363 -2.356  -0.2878
O 2.586 -1.817 -0.671  -0.4156
O 4.728 -0.835 -0.335  -0.2148
O 2.732 -0.146 0.884  -0.4122
O 3.846 -2.254 1.322  -0.2231
N 1.549 0.908 -1.471  -0.0014
N -0.321 0.727 0.367  -0.0040
N 0.304 -1.424 1.708  0.0019
C -2.825 0.863 3.142  -0.0209
C 0.529 2.804 -2.544  -0.1257
C 0.020 -3.008 3.475  0.0101
C -2.087 1.291 2.035  0.0394
C -0.613 3.629 -2.648  0.0390
C -1.665 2.458 -0.823  0.0437
C 0.687 -2.518 2.338  -0.0412
C 2.567 0.987 -2.302  -0.0393
C -1.094 0.484 1.497  -0.1586
C -1.698 3.428 -1.830  -0.0178
C -1.482 -1.147 3.298  -0.1247
C -0.526 1.690 -0.622  -0.1469
C 1.644 2.889 -3.413  0.0424
C -1.070 -2.335 3.946  0.0425
C -0.763 -0.733 2.175  -0.1408
C 2.663 1.989 -3.284  0.0089
C 0.544 1.810 -1.563  -0.1390
C -2.551 -0.339 3.748  0.0392
H -2.560 2.284 -0.252  0.1138
H 3.523 2.010 -3.937  0.1257
H 3.328 0.223 -2.210  0.1175
H -3.130 -0.663 4.603  0.1347
H 1.541 -3.036 1.924  0.1193
H 1.671 3.660 -4.172  0.1352
H -1.611 -2.688 4.815  0.1352
H -0.640 4.396 -3.412  0.1348
H -2.277 2.275 1.645  0.1114
H -2.597 4.012 -1.965  0.1249
H 0.376 -3.912 3.946  0.1262
H -3.608 1.500 3.528  0.1241

The calculation puts the gap between HOMO and LUMO (spin up / spin down) at 5.88 / 5.92 eV. Its charge is +1. Its LUMO energy (spin up / spin down) is -6.73 / -6.72 eV.

6.
Density functional theory data (ωB97M-V with the def2-TZVPD basis set) for a structure of composition C18H12BCl8GeN8OSc.

Each line ends with the Löwdin charge.
CARTESIAN COORDINATES (ANGSTROEM)
Ge 3.337 1.837 2.091  -0.2071
Sc 0.944 0.786 0.101  0.8083
Cl 5.217 2.134 1.284  0.4451
Cl 2.891 2.203 4.076  0.3840
Cl 6.701 -3.523 -0.668  0.7933
Cl 4.828 -2.044 -2.692  0.7870
Cl 1.907 3.049 0.968  0.4109
Cl 2.807 0.083 -1.660  0.8357
Cl 4.391 -0.774 3.372  0.7935
Cl 6.521 -2.831 2.375  0.7986
O 2.687 0.329 1.261  -0.4389
N 0.049 -1.052 -0.477  -0.0748
N -0.247 1.850 -1.272  -0.0914
N -1.293 -0.972 -0.729  0.0324
N -0.590 0.879 1.549  -0.0750
N -3.582 0.023 -0.609  -0.0325
N -1.854 0.758 1.044  0.0350
N -1.567 1.466 -1.393  0.0489
N -4.423 0.705 -1.444  0.0778
C -2.125 2.168 -2.383  -0.0012
C 5.563 -2.390 -0.109  -0.6807
C -0.718 1.166 2.855  -0.0978
C 4.719 -1.746 -1.017  -0.6831
C 4.519 -1.195 1.705  -0.6080
C -5.606 0.152 -1.271  -0.1141
C 3.645 -0.599 0.817  -0.4212
C -1.700 -2.115 -1.286  -0.0079
C -1.178 3.034 -2.925  0.0023
C 5.478 -2.096 1.254  -0.6770
C -4.268 -0.946 0.077  -0.1092
C -2.734 0.974 2.025  -0.0066
C -5.571 -0.896 -0.322  -0.0312
C 0.444 -2.273 -0.877  -0.1040
C -2.049 1.237 3.204  0.0052
C -0.620 -2.983 -1.390  0.0050
C 3.784 -0.840 -0.536  -0.5552
C -0.034 2.801 -2.203  -0.1076
B -2.130 0.339 -0.455  -0.5968
H -6.452 0.521 -1.833  0.1177
H -3.777 -1.592 0.790  0.1353
H -3.794 0.938 1.829  0.1439
H 0.155 1.308 3.473  0.0892
H -2.471 1.450 4.171  0.1215
H -6.385 -1.517 0.013  0.1094
H 1.474 -2.577 -0.770  0.1162
H -2.729 -2.248 -1.582  0.1431
H -1.322 3.733 -3.731  0.1217
H -3.163 2.008 -2.620  0.1160
H -0.619 -3.983 -1.786  0.1214
H 0.937 3.264 -2.293  0.1231

The calculation puts the gap between HOMO and LUMO at 7.40 eV. Its charge is +2. The energy above the lowest of the compared OMol25 structures with the same formula, charge and spin is 0.00 kJ/mol. Its LUMO energy is -6.81 eV.